Entry 1:
A structure of composition C13H19EuP2, computed with ωB97M-V/def2-TZVPD.

```
! wB97M-V def2-TZVPD RIJCOSX def2/J DEFGRID3
* xyz 0 7
C -0.667 -1.804 -1.147
C -0.532 -3.230 -1.030
C -1.350 -3.668 0.066
C -2.058 -2.536 0.576
C -1.621 -1.367 -0.149
Eu 0.574 1.162 -0.296
P 0.718 3.370 -2.089
H -0.206 -1.160 -1.921
H 0.113 -3.854 -1.649
H -1.396 -4.676 0.461
H -2.012 -0.335 -0.047
H -2.777 -2.523 1.391
H -0.437 4.115 -2.496
H 1.179 3.044 -3.411
H 1.581 4.495 -1.890
C 0.155 0.177 3.226
P 1.577 0.994 2.382
C 0.955 2.733 2.185
C 2.798 1.179 3.710
C 2.463 1.816 4.919
C 3.442 1.989 5.902
C 4.750 1.537 5.696
C 5.089 0.944 4.473
C 4.125 0.756 3.482
H -0.625 -0.128 2.511
H -0.279 0.831 3.992
H 0.548 -0.732 3.710
H 1.288 3.291 3.068
H 1.422 3.201 1.294
H -0.140 2.791 2.110
H 1.445 2.173 5.096
H 3.177 2.480 6.839
H 5.501 1.648 6.481
H 6.113 0.623 4.294
H 4.382 0.279 2.530
*
```

- HOMO (spin up / spin down) (eV) = -4.79 / -6.05
- ⟨S²⟩ = 12.044
- orbital gap (spin up / spin down) (hartree) = 0.1657 / 0.2027



Entry 2:
A structure of composition C13H19F3FeN2O4P2, computed with ωB97M-V/def2-TZVPD.

```
! wB97M-V def2-TZVPD RIJCOSX def2/J DEFGRID3
* xyz 1 2
Fe 0.595 0.649 0.727
C -2.579 1.179 -0.210
P -1.007 0.566 -0.847
C -0.662 1.538 -2.334
C -1.230 -1.150 -1.370
C -2.334 -1.626 -2.066
C -2.393 -2.962 -2.431
C -1.352 -3.825 -2.111
C -0.246 -3.360 -1.417
C -0.187 -2.022 -1.043
P 1.200 -1.317 -0.127
C 2.578 -1.140 -1.295
C 1.727 -2.549 1.082
H -3.342 1.152 -0.987
H -2.437 2.208 0.121
H -2.887 0.566 0.637
H -1.457 1.412 -3.070
H 0.284 1.232 -2.780
H -0.594 2.588 -2.046
H -3.154 -0.965 -2.318
H -3.257 -3.336 -2.964
H -1.407 -4.867 -2.398
H 0.555 -4.045 -1.167
H 2.783 -2.093 -1.783
H 3.476 -0.813 -0.768
H 2.329 -0.403 -2.059
H 2.034 -3.465 0.576
H 0.903 -2.769 1.760
H 2.570 -2.171 1.660
N 1.825 0.771 2.342
N 1.214 -0.040 3.330
C -0.113 -0.411 3.101
O -0.807 -0.881 3.952
O -0.497 -0.272 1.819
H 2.779 0.454 2.202
H 1.829 1.771 2.605
H 1.419 0.199 4.290
F 0.550 5.197 -0.299
C 0.035 4.867 0.894
F -1.294 4.735 0.745
F 0.271 5.846 1.747
C 0.641 3.521 1.366
O 1.310 3.468 2.377
O 0.328 2.564 0.556
*
```

- HOMO (spin up / spin down) (eV) = -13.38 / -13.36
- energy relative to the best compared isomer or geometry (same formula, charge and spin) (eV) = 0.3892
- ⟨S²⟩ = 0.822
- orbital gap (spin up / spin down) (hartree) = 0.3179 / 0.3369



Number 1: energy -51687.378 eV. Number 2: energy -86072.907 eV.